C29H32N7O5RbS3 | ωB97M-V/def2-TZVPD

Results
HOMO level	-2.180	eV
energy above the lowest of the compared OMol25 structures with the same formula, charge and spin	16.5	kJ/mol
F_max	1.00	eV Å⁻¹
multiplicity	1
DFT total energy	-84423.810	eV
charge	-2

Last column: Mulliken charge in e.
Geometry (Å):
Rb 1.2902 -0.2104 0.2429  0.7127
C 1.5269 4.6444 -2.1347  -1.3001
C 1.0467 3.5009 -1.2832  0.2292
N 0.9708 2.2818 -1.6759  0.4972
N 1.3808 2.0067 -2.9503  -0.7986
C 0.8594 0.8408 -3.3638  -0.1199
O 0.0027 0.1205 -2.8354  -0.6702
C 1.4300 0.3886 -4.6988  0.3669
C 1.2159 -0.9252 -5.0987  -0.2201
C 1.7269 -1.3963 -6.2993  -0.6567
C 2.4503 -0.5495 -7.1291  -0.3198
C 2.6612 0.7678 -6.7418  -0.6552
C 2.1593 1.2308 -5.5334  -0.1270
C 0.5900 3.7926 0.1043  0.6278
C 0.7573 5.0712 0.6503  -0.6176
C 0.2897 5.3328 1.9280  -0.4778
C -0.3430 4.3262 2.6328  -0.7530
C -0.4557 3.0838 2.0185  -0.3409
N -0.0026 2.8157 0.8044  0.0031
H 1.6723 4.2884 -3.1504  0.2515
H 2.4783 5.0461 -1.7721  0.2716
H 0.8068 5.4678 -2.1340  0.3192
H 0.6385 -1.5647 -4.4416  0.3592
H 1.5656 -2.4296 -6.5857  0.3678
H 2.8504 -0.9142 -8.0682  0.3537
H 3.2278 1.4360 -7.3808  0.3616
H 2.3306 2.2465 -5.2071  0.3798
H 1.2556 5.8437 0.0828  0.3033
H 0.4287 6.3154 2.3663  0.3716
H -0.7140 4.4705 3.6384  0.4211
H -0.9153 2.2507 2.5402  0.5898
C -3.4483 -3.7361 1.9302  -1.1338
N -3.2994 -2.5568 1.1027  0.2923
C -4.3245 -1.5407 1.2016  -1.0887
C -2.1013 -2.2076 0.5551  0.8395
O -1.9269 -1.1638 -0.0430  -0.7043
C -0.9808 -3.2339 0.6999  -0.8800
O 0.1897 -2.8801 0.0207  -0.3598
C 0.0618 -2.7879 -1.3971  -0.8868
C 1.4904 -2.7686 -1.9314  0.4133
O 2.1640 -1.7671 -1.7934  -0.5543
N 2.0046 -3.8836 -2.5146  0.3796
C 3.4089 -3.8218 -2.9027  -0.8657
C 1.2464 -5.0847 -2.7811  -1.0293
H -4.3472 -3.6166 2.5334  0.3999
H -2.6158 -3.8499 2.6248  0.3931
H -3.5589 -4.6457 1.3305  0.2678
H -4.3520 -1.1328 2.2167  0.3071
H -5.3012 -1.9634 0.9496  0.3771
H -4.0838 -0.7383 0.5095  0.3195
H -1.3404 -4.2217 0.3643  0.3204
H -0.7193 -3.2958 1.7593  0.3319
H -0.4127 -1.8511 -1.6941  0.3376
H -0.5334 -3.6330 -1.7629  0.6748
H 3.9765 -3.2705 -2.1507  0.2050
H 3.5290 -3.3296 -3.8727  0.2181
H 3.7936 -4.8401 -2.9658  0.4278
H 0.3012 -4.8743 -3.2843  0.3748
H 1.0382 -5.6562 -1.8710  0.2688
H 1.8327 -5.7148 -3.4489  0.3985
S -1.9335 -1.5775 4.0319  -0.4673
C -0.7420 -0.3770 4.3011  0.1402
N 0.1810 0.0686 3.4948  -0.0784
C 0.9648 1.0329 4.1046  -0.6011
C 2.0290 1.6924 3.4854  0.0876
C 2.7297 2.6556 4.1839  -0.8015
C 2.3821 2.9825 5.4971  -0.4352
C 1.3267 2.3432 6.1245  -0.5109
C 0.6238 1.3678 5.4269  0.7730
S -0.7293 0.3993 5.9001  -0.3683
H 2.2675 1.4632 2.4564  0.2471
H 3.5520 3.1651 3.6991  0.3983
H 2.9395 3.7443 6.0286  0.3384
H 1.0527 2.6000 7.1409  0.3657
O 5.1422 -2.4669 -0.3090  -0.6301
S 4.5804 -1.1367 0.0631  0.2137
N 3.8126 -0.9042 1.2889  -0.4456